Below is C2H4N4OS in the gas phase at a distorted geometry, with properties calculated with ωB97M-V/def2-TZVPD.

Energy: -20978.54217 eV
Orbital gap: 0.3170 Ha

Geometry (Å):
C 0.05 0.12 0.42
C -0.96 -1.46 0.21
N -0.12 0.68 -0.71
N -1.13 -1.35 -1.12
N -0.75 -0.10 -1.60
N 2.03 1.69 1.63
O -1.24 -2.37 0.93
S 0.88 0.43 1.87
H -1.67 -2.06 -1.71
H -1.25 0.46 -2.26
H 1.54 2.57 1.57
H 2.63 1.39 0.77

Now the Mulliken charges, all in e: atom 1 (C): 0.281, atom 2 (C): 0.420, atom 3 (N): -0.549, atom 4 (N): -0.112, atom 5 (N): -0.081, atom 6 (N): -0.547, atom 7 (O): -0.550, atom 8 (S): 0.034, atom 9 (H): 0.307, atom 10 (H): 0.232, atom 11 (H): 0.267, atom 12 (H): 0.297